# 1
DFT (ωB97M-V/def2-TZVPD) results for a cluster of 2 separate species, C9H11O3 in total.

ORCA input file:
```
! wB97M-V def2-TZVPD RIJCOSX def2/J DEFGRID3
* xyz -1 1
O 2.02 0.74 -0.82
O -0.86 -2.02 -1.40
O 0.56 -2.81 -2.97
C 0.97 2.54 0.36
C 1.12 1.18 0.12
C -2.01 2.65 2.69
C 0.33 0.28 0.81
C -0.14 -2.90 -1.96
C -0.91 2.09 1.84
C -0.72 0.74 1.63
C -0.21 -4.28 -1.22
C -0.06 2.99 1.18
H 1.54 3.33 -0.11
H 2.88 0.60 -0.45
H -1.25 -0.04 2.16
H 0.36 -5.03 -1.74
H -2.33 3.65 2.37
H -1.29 -4.49 -1.18
H -0.10 4.06 1.36
H -1.76 2.71 3.75
H 0.01 -4.15 -0.16
H -2.93 2.06 2.65
H 0.41 -0.78 0.65
*
```

Calculated total energy   -575.3087 a.u.
HOMO   -3.781 eV
Largest force on an atom   1.43 eV Å⁻¹
ΔE to the lowest compared entry with this formula, charge and spin   130.5 kJ/mol
Molar mass   167.2 g mol⁻¹
Gap between HOMO and LUMO   6.90 eV

In the Löwdin picture, each atom carries the following charge in e: 0.0416 -0.1328 -0.0857 -0.0255 -0.3206 -0.0763 0.0030 -0.8084 -0.2943 -0.0265 -0.0683 -0.0665 0.1054 0.0864 0.1110 0.0429 0.0677 0.0477 0.0996 0.0717 0.0433 0.0746 0.1102



# 2
DFT (ωB97M-V/def2-TZVPD) results for a cluster of 2 separate species, C9H11O3 in total.

ORCA input file:
```
! wB97M-V def2-TZVPD RIJCOSX def2/J DEFGRID3
* xyz -2 2
O -0.97 3.26 -0.88
O -0.57 3.28 1.35
O -0.56 -3.46 -2.12
C 2.18 -0.31 1.80
C 0.49 -0.56 -0.05
C 1.84 -2.47 0.57
C -0.25 -1.34 -0.98
C 1.08 -3.28 -0.37
C -2.72 3.94 0.60
C 1.50 -1.10 0.72
C 0.10 -2.71 -1.14
C -1.25 3.44 0.32
H -1.08 -0.95 -1.56
H 1.45 -4.27 -0.65
H -2.66 4.98 0.95
H -3.11 3.29 1.40
H 2.65 -2.97 1.09
H 0.23 0.48 0.13
H 2.85 -0.96 2.36
H 2.75 0.53 1.38
H -3.41 3.86 -0.24
H -1.51 -3.29 -2.02
H 1.46 0.10 2.51
*
```

Calculated total energy   -575.1829 a.u.
HOMO (alpha / beta)   3.458 / -0.810 eV
Largest force on an atom   1.42 eV Å⁻¹
ΔE to the lowest compared entry with this formula, charge and spin   61.4 kJ/mol
Molar mass   167.2 g mol⁻¹
Gap between HOMO and LUMO (alpha / beta)   2.48 / 6.60 eV

In the Löwdin picture, each atom carries the following charge in e: -0.1080 -0.1140 -0.0598 -0.1029 -0.1102 -0.1607 -0.1045 -0.1526 -0.0779 -0.3754 -0.4232 -0.8101 0.0611 0.0636 0.0369 0.0449 0.0317 0.0885 0.0431 0.0649 0.0326 0.0657 0.0664



# 3
DFT (ωB97M-V/def2-TZVPD) results for a cluster of 2 separate species, C9H11O3S in total.

ORCA input file:
```
! wB97M-V def2-TZVPD RIJCOSX def2/J DEFGRID3
* xyz -1 1
S -3.02 -0.52 -1.18
O -0.24 0.76 -2.00
O -1.33 2.04 1.76
O -2.32 3.07 -0.09
C -3.06 -1.15 1.32
C 1.78 1.63 -0.41
C -1.80 -0.56 1.14
C 0.87 0.45 -0.01
C -1.80 2.45 0.77
C -0.54 0.63 -0.66
C 1.52 -0.84 -0.66
C -1.59 -0.13 -0.18
C -3.84 -1.19 0.19
H 0.79 0.52 1.13
H -0.94 -0.34 1.73
H 1.21 -0.82 -1.69
H -4.73 -1.66 0.14
H 2.64 1.73 0.19
H 1.18 2.56 -0.23
H 1.05 -1.73 -0.11
H 2.66 -0.74 -0.49
H -0.88 0.25 -2.61
H -3.44 -1.74 2.12
H 2.05 1.65 -1.46
*
```

Calculated total energy   -973.4244 a.u.
HOMO   -1.487 eV
Largest force on an atom   3.85 eV Å⁻¹
ΔE to the lowest compared entry with this formula, charge and spin   20.5 kJ/mol
Molar mass   199.3 g mol⁻¹
Gap between HOMO and LUMO   4.84 eV

In the Löwdin picture, each atom carries the following charge in e: 0.9247 -0.0942 0.1389 0.1422 -0.2386 -0.1090 -0.1913 -0.3521 -0.4497 -0.4428 -0.0766 -0.5272 -0.5079 0.1337 0.0685 0.0502 -0.0105 0.0395 0.0821 0.0869 0.0819 0.1056 0.0767 0.0690



# 4
DFT (ωB97M-V/def2-TZVPD) results for an isolated molecule of C9H12.

ORCA input file:
```
! wB97M-V def2-TZVPD RIJCOSX def2/J DEFGRID3
* xyz 0 1
C 0.52 1.35 -0.58
C -1.00 0.51 1.26
C -0.87 -0.82 1.15
C 1.36 0.11 -0.38
C -0.99 1.15 -0.10
C 0.52 -1.19 -0.82
C 2.19 -0.02 0.81
C -0.91 -1.14 -0.25
C -1.44 0.04 -0.97
H -1.30 2.24 -0.06
H 1.02 -2.07 -0.39
H -1.31 -2.22 -0.44
H 0.68 2.17 0.17
H 0.42 -1.33 -1.82
H 2.02 0.09 -1.38
H -1.04 -1.59 1.97
H 2.11 0.79 1.70
H -1.22 0.92 2.25
H 0.46 1.75 -1.59
H 2.97 -1.00 0.92
H -1.19 0.32 -2.05
*
```

Calculated total energy   -349.8184 a.u.
HOMO   -5.410 eV
Largest force on an atom   4.02 eV Å⁻¹
ΔE to the lowest compared entry with this formula, charge and spin   752.3 kJ/mol
Molar mass   120.2 g mol⁻¹
Gap between HOMO and LUMO   4.04 eV

In the Löwdin picture, each atom carries the following charge in e: -0.1235 -0.0449 -0.0687 -0.4390 -0.2935 -0.1084 -0.0237 -0.3361 -0.0376 0.1530 0.1155 0.1811 0.1230 0.0693 0.1835 0.1395 0.0809 0.1109 0.1081 0.0973 0.1134



# 5
DFT (ωB97M-V/def2-TZVPD) results for a structure of composition C9H12AsBiF9NOPS.

ORCA input file:
```
! wB97M-V def2-TZVPD RIJCOSX def2/J DEFGRID3
* xyz 2 2
Bi 0.69 0.49 -0.27
As -0.06 2.86 2.47
S -1.85 0.32 -1.07
P -1.23 -2.11 2.27
F -3.94 -0.28 -3.21
F -0.53 -1.51 3.54
F -2.40 -2.86 2.90
F -4.59 -2.34 -3.33
F -1.51 -2.40 0.73
F -1.88 -0.68 2.02
F 0.60 -0.84 1.24
F -4.41 -1.37 -1.40
F -0.12 -3.22 2.21
O -0.05 2.03 0.95
N -0.17 -1.54 -1.70
C 1.68 3.56 2.78
C -1.34 4.25 2.27
C -3.88 -1.48 -2.62
C -1.47 -1.14 -1.82
C -0.70 -3.53 -2.89
C -2.43 -1.93 -2.50
C -0.56 1.64 3.83
C 0.20 -2.68 -2.21
C -2.02 -3.15 -3.04
H 1.66 4.18 3.68
H -2.73 -3.78 -3.56
H 1.24 -2.97 -2.08
H 2.39 2.75 2.92
H -0.34 -4.47 -3.29
H -1.53 1.22 3.59
H -0.60 2.18 4.77
H 1.98 4.18 1.93
H -1.04 4.89 1.43
H -2.31 3.81 2.08
H 0.18 0.84 3.89
H -1.37 4.84 3.19
*
```

Calculated total energy   -4568.4837 a.u.
HOMO (alpha / beta)   -16.742 / -17.401 eV
Largest force on an atom   0.47 eV Å⁻¹
Molar mass   668.1 g mol⁻¹
Gap between HOMO and LUMO (alpha / beta)   9.35 / 6.93 eV

In the Löwdin picture, each atom carries the following charge in e: 1.7350 1.0760 0.9144 0.3150 0.1618 -0.0760 0.0130 0.1958 -0.1162 -0.1384 -0.5223 0.1654 -0.0542 -0.7926 -0.0903 -0.1765 -0.1691 -0.6196 -0.6679 0.0748 -0.0498 -0.1773 -0.0455 0.0741 0.0654 0.1507 0.1450 0.0572 0.1416 0.0480 0.0681 0.0596 0.0613 0.0600 0.0472 0.0663



# 6
DFT (ωB97M-V/def2-TZVPD) results for a structure of composition C9H12AuNS3Sb.

ORCA input file:
```
! wB97M-V def2-TZVPD RIJCOSX def2/J DEFGRID3
* xyz -2 2
Au -1.58 -0.11 0.04
Sb -4.71 -0.49 -1.12
S -6.65 -0.49 0.00
S -3.27 1.32 -0.19
S -3.10 -1.77 0.38
N 0.17 -1.40 0.66
C -0.02 -2.38 1.77
C 2.26 2.66 -0.98
C -0.09 2.43 -1.16
C -0.06 1.25 -0.37
C 0.49 -2.05 -0.60
C 2.26 1.61 -0.10
C 1.18 -0.39 1.07
C 1.13 0.86 0.21
C 1.07 3.06 -1.57
H 1.06 -0.17 2.17
H -0.42 -2.63 -0.88
H 0.99 3.91 -2.24
H 0.94 -2.85 1.93
H 1.35 -2.70 -0.60
H 2.23 -0.79 1.06
H 3.20 3.15 -1.21
H 0.62 -1.27 -1.31
H 3.20 1.25 0.28
H -0.88 -3.04 1.55
H -0.30 -1.75 2.65
H -1.07 2.80 -1.43
*
```

Calculated total energy   -1975.4013 a.u.
HOMO (alpha / beta)   1.813 / -0.122 eV
Largest force on an atom   3.83 eV Å⁻¹
Molar mass   549.1 g mol⁻¹
Gap between HOMO and LUMO (alpha / beta)   3.26 / 5.09 eV

In the Löwdin picture, each atom carries the following charge in e: 0.3664 -0.0365 -0.5659 -0.3098 -0.3474 -0.4098 -0.1224 -0.1557 -0.1378 -0.2853 -0.1416 -0.1131 -0.1932 -0.2974 -0.1395 0.1230 0.0637 0.0822 0.0607 0.0653 0.1094 0.0759 0.0631 0.0818 0.0348 0.0809 0.0480



# 7
DFT (ωB97M-V/def2-TZVPD) results for a cluster of 2 separate species, C9H12BFN3O8 in total.

ORCA input file:
```
! wB97M-V def2-TZVPD RIJCOSX def2/J DEFGRID3
* xyz -1 1
F 1.96 4.54 -1.43
O -1.65 -0.19 -2.85
O -0.08 3.03 0.89
O -0.81 -4.22 -2.90
O -0.97 -5.11 -0.94
O -0.26 4.44 -1.94
O -2.12 -3.35 -1.42
O 1.25 -2.44 -1.47
O 0.61 -0.51 -2.64
N -1.34 -0.95 3.65
N 0.64 2.36 -1.25
N -1.30 -4.23 -1.75
C 1.52 -1.27 -1.85
C -0.11 2.10 0.00
C -0.95 0.15 3.02
C 0.40 0.84 3.60
C -1.06 -0.59 -0.52
C -0.70 -0.42 -2.06
C -1.79 0.75 1.79
C 0.73 3.80 -1.55
C 2.98 -0.72 -1.42
B -0.95 0.75 0.37
H -0.47 -1.41 0.03
H 3.72 -0.92 -2.28
H 2.99 0.39 -1.18
H -2.70 0.05 1.65
H 1.59 1.94 -1.23
H 1.00 0.00 4.11
H -2.17 -0.92 -0.48
H 3.38 -1.28 -0.51
H 0.08 1.54 4.45
H 1.01 1.35 2.79
H -2.20 1.79 2.06
H -2.22 -1.30 3.24
*
```

Calculated total energy   -1240.9148 a.u.
HOMO   -4.270 eV
Largest force on an atom   5.48 eV Å⁻¹
Molar mass   320.0 g mol⁻¹
Gap between HOMO and LUMO   4.73 eV

In the Löwdin picture, each atom carries the following charge in e: 0.0198 0.0800 0.0553 -0.0846 -0.0909 0.1136 -0.1018 0.0886 0.0568 0.0880 0.1400 -0.6497 -0.3591 -0.2059 -0.3476 -0.0559 -0.0160 -0.3411 -0.0729 -0.3498 0.0070 -0.1279 0.1424 0.0927 0.0566 0.1145 0.1174 0.0805 0.1439 0.0968 0.0846 0.0642 0.1167 0.0439



# 8
DFT (ωB97M-V/def2-TZVPD) results for an isolated molecule of C9H12BNO6S.

ORCA input file:
```
! wB97M-V def2-TZVPD RIJCOSX def2/J DEFGRID3
* xyz 0 1
S 2.19 -1.48 0.40
O 2.80 3.27 -0.61
O -4.56 1.36 0.59
O -4.03 1.58 -1.57
O 3.36 1.11 -1.55
O 3.18 -2.18 1.27
O 2.41 -1.43 -1.06
N 1.91 0.07 1.13
C -2.67 0.18 -0.10
C -3.83 1.05 -0.33
C -1.34 -1.09 1.46
C -1.91 -0.35 -1.13
C -2.39 -0.22 1.21
C 1.60 1.15 0.24
C -0.50 -1.52 0.45
C 0.67 -2.39 0.77
C -0.87 -1.22 -0.88
B 2.64 1.89 -0.68
H -4.82 2.12 -1.55
H -1.11 -1.37 2.50
H -0.25 -1.47 -1.70
H 3.39 3.58 -1.31
H -2.17 -0.07 -2.12
H 3.17 0.17 -1.41
H 2.79 0.28 1.58
H 0.72 -2.72 1.80
H 0.76 0.90 -0.40
H 1.23 1.98 0.85
H -3.08 0.15 1.98
H 0.70 -3.30 0.16
*
```

SMILES   O=C(O)c1ccc(CS(=O)(=O)NCB(O)O)cc1
Calculated total energy   -1279.5054 a.u.
HOMO   -9.898 eV
Largest force on an atom   3.03 eV Å⁻¹
ΔE to the lowest compared entry with this formula, charge and spin   0.0 kJ/mol
Molar mass   273.1 g mol⁻¹
Gap between HOMO and LUMO   9.76 eV

In the Löwdin picture, each atom carries the following charge in e: 0.7602 0.1568 0.0938 0.1134 0.1545 -0.3357 -0.3052 -0.1005 -0.1403 -0.4615 -0.0250 -0.0062 0.0122 -0.1534 -0.2763 -0.1671 -0.0204 -0.6284 0.1244 0.1315 0.1075 0.1099 0.1146 0.0404 0.1105 0.1062 0.1053 0.1231 0.1321 0.1234



# 9
DFT (ωB97M-V/def2-TZVPD) results for a structure of composition C9H12Br2NO2.

ORCA input file:
```
! wB97M-V def2-TZVPD RIJCOSX def2/J DEFGRID3
* xyz 1 1
Br -1.19 2.68 -0.77
Br -0.71 2.94 2.37
O -0.62 -0.12 2.67
O -3.11 -0.21 1.06
N 0.37 -0.75 0.61
C 1.23 0.12 -1.49
C 0.76 -1.32 -1.70
C 1.38 0.24 0.03
C -0.77 -0.22 1.33
C -2.01 -0.44 0.62
C -0.21 -1.54 -0.55
C -0.22 2.11 0.74
C 1.20 1.65 0.60
C -1.61 -0.96 -0.75
H 1.60 -2.01 -1.62
H 2.37 -0.11 0.33
H 1.75 2.33 -0.06
H 2.18 0.31 -1.99
H 1.66 1.69 1.59
H 0.50 0.83 -1.87
H -2.32 -1.69 -1.12
H 0.28 -1.47 -2.66
H -1.62 -0.11 -1.44
H 0.89 -1.36 1.25
H -0.28 -2.59 -0.27
H -1.49 0.00 3.08
*
```

Calculated total energy   -5703.0970 a.u.
HOMO (alpha / beta)   -12.343 / -12.063 eV
Largest force on an atom   2.44 eV Å⁻¹
ΔE to the lowest compared entry with this formula, charge and spin   32.1 kJ/mol
Molar mass   326.0 g mol⁻¹
Gap between HOMO and LUMO (alpha / beta)   7.75 / 7.23 eV

In the Löwdin picture, each atom carries the following charge in e: 0.8255 0.8386 0.0762 0.1463 0.0693 -0.1204 -0.1016 -0.1957 -0.2727 -0.3757 -0.1919 -1.1017 -0.2446 -0.0219 0.1305 0.1654 0.1392 0.1373 0.1138 0.0723 0.1496 0.1368 0.1042 0.2105 0.1721 0.1385



# 10
DFT (ωB97M-V/def2-TZVPD) results for a structure of composition C9H12Cl3N2OSr.

ORCA input file:
```
! wB97M-V def2-TZVPD RIJCOSX def2/J DEFGRID3
* xyz 1 1
Sr 0.09 -0.25 0.15
Cl 2.84 0.19 0.26
Cl 0.38 0.14 5.10
Cl 5.74 -0.25 4.80
O 0.53 0.27 2.14
N -2.51 0.10 0.10
N -0.18 2.30 -0.13
C -1.41 2.71 -0.86
C 2.91 0.10 2.05
C -2.66 2.60 0.02
C 4.15 -0.02 2.64
C 1.83 0.08 4.14
C 4.21 -0.09 4.01
C 3.05 -0.05 4.77
C -2.78 1.35 0.88
C 1.70 0.16 2.75
H -2.07 1.38 1.72
H 3.10 -0.10 5.85
H -2.91 -0.68 0.62
H -1.51 2.08 -1.74
H -1.34 3.74 -1.22
H 0.64 2.66 -0.62
H -3.04 0.12 -0.76
H 5.06 -0.05 2.04
H -3.53 2.68 -0.63
H -3.78 1.33 1.31
H -0.15 2.73 0.79
H -2.71 3.46 0.69
*
```

Calculated total energy   -1946.0693 a.u.
HOMO   -10.899 eV
Largest force on an atom   1.98 eV Å⁻¹
ΔE to the lowest compared entry with this formula, charge and spin   30.9 kJ/mol
Molar mass   358.2 g mol⁻¹
Gap between HOMO and LUMO   7.19 eV

In the Löwdin picture, each atom carries the following charge in e: 1.5041 0.6384 0.7232 0.7013 -0.4819 -0.0990 -0.0910 -0.2511 -0.5153 -0.1849 -0.1271 -0.5842 -0.6705 -0.1142 -0.2479 -0.4883 0.1033 0.1151 0.0884 0.1063 0.1191 0.0877 0.0899 0.1143 0.1218 0.1209 0.0972 0.1244



# 11
DFT (ωB97M-V/def2-TZVPD) results for a cluster of 5 separate species, C9H12Cl6F2O6 in total.

ORCA input file:
```
! wB97M-V def2-TZVPD RIJCOSX def2/J DEFGRID3
* xyz 0 1
Cl 11.14 4.70 5.48
Cl -2.06 5.34 0.64
Cl 11.68 4.12 -1.39
Cl 11.55 5.47 -4.04
Cl -2.33 5.93 -2.06
Cl 9.93 2.23 6.48
F -0.68 10.18 -8.01
F 4.11 9.58 -1.21
O 6.18 7.15 1.25
O 1.12 10.26 -9.24
O 3.30 9.89 -9.86
O 4.44 7.52 -0.35
O 4.69 8.85 1.44
O 2.01 8.31 -8.85
C -2.58 4.67 -0.88
C 3.55 8.62 -0.55
C 0.84 8.31 -8.06
C 0.08 9.44 -8.85
C 10.98 5.40 -2.38
C 10.16 3.26 5.12
C 2.29 9.47 -9.29
C 3.43 9.13 0.88
C 5.18 7.71 0.86
H 0.97 8.68 -7.04
H 9.18 3.64 4.85
H 11.06 6.34 -1.84
H 0.28 7.38 -8.01
H -3.66 4.49 -0.82
H 9.91 5.17 -2.42
H -2.15 3.70 -1.14
H 2.69 8.46 1.33
H 10.64 2.69 4.33
H 2.54 8.36 -0.88
H 3.03 10.13 1.01
H -0.44 9.14 -9.77
*
```

SMILES   O=C1OC[C@@H](F)O1.O=C1OC[C@@H](F)O1.ClCCl.ClCCl.ClCCl
Calculated total energy   -3762.4179 a.u.
HOMO   -10.821 eV
Largest force on an atom   6.66 eV Å⁻¹
ΔE to the lowest compared entry with this formula, charge and spin   43.9 kJ/mol
Molar mass   466.9 g mol⁻¹
Gap between HOMO and LUMO   10.84 eV

In the Löwdin picture, each atom carries the following charge in e: 0.4862 0.5076 0.5014 0.5144 0.4948 0.5330 0.0649 0.1291 0.1608 0.1061 0.1308 0.0991 0.0657 0.1067 -1.0677 -0.3705 -0.0270 -0.3176 -1.0664 -1.0695 -0.5178 -0.0912 -0.4422 0.1417 0.0222 0.0322 0.1405 0.0241 0.0184 0.0411 0.1329 0.0280 0.1704 0.1463 0.1715



# 12
DFT (ωB97M-V/def2-TZVPD) results for a cluster of 2 separate species, C9H12ClN2O in total.

ORCA input file:
```
! wB97M-V def2-TZVPD RIJCOSX def2/J DEFGRID3
* xyz 1 1
Cl -7.54 0.40 0.12
O 1.88 2.12 -0.79
N -1.83 -0.18 -0.27
N 2.65 0.27 0.40
C -5.08 1.27 0.43
C -5.27 -1.08 -0.56
C 2.32 -1.12 0.73
C 1.67 0.96 -0.20
C -3.09 -0.05 -0.15
C -3.94 -1.13 -0.66
C -3.74 1.12 0.47
C -5.86 0.17 -0.07
C 4.06 0.55 -0.02
H -5.87 -2.01 -0.74
H 1.29 -1.44 0.59
H -5.71 2.06 0.94
H 2.61 -1.39 1.74
H 4.10 0.25 -1.08
H 2.96 -1.81 0.04
H 4.75 0.00 0.67
H -1.28 0.70 0.18
H -3.07 1.83 0.97
H 2.74 2.22 -1.15
H 4.21 1.58 0.01
H -3.48 -2.15 -0.98
*
```

Calculated total energy   -994.6539 a.u.
HOMO   -10.483 eV
Largest force on an atom   3.46 eV Å⁻¹
ΔE to the lowest compared entry with this formula, charge and spin   495.0 kJ/mol
Molar mass   199.7 g mol⁻¹
Gap between HOMO and LUMO   3.56 eV

In the Löwdin picture, each atom carries the following charge in e: 0.8542 0.0297 0.2606 -0.2271 -0.0803 -0.0510 -0.0915 -0.2066 -0.3500 0.0336 0.0633 -0.5320 -0.0313 0.1471 0.0659 0.1404 0.0734 0.1031 0.1172 0.1133 0.1322 0.1449 0.0590 0.0533 0.1786